(1)
A 8-piece molecular cluster, C62H53F14I2N3O34P2S2 overall at a distorted geometry. Source: OMol25; level of theory: wB97M-V/def2-TZVPD.

```
! RIJCOSX wB97M-V def2-TZVPD def2/J DEFGRID3
* xyz 0 1
C 7.20 -2.73 -3.53
C 7.05 -1.17 -2.94
C 5.91 -0.29 -3.70
F 5.19 0.44 -2.62
C 6.37 0.59 -4.99
P 7.81 -0.31 -5.95
N 9.21 -0.35 -5.16
C 6.99 2.09 -4.68
O 8.05 2.44 -5.64
C 7.84 3.70 -6.33
I 6.13 3.69 -7.76
C 9.17 3.88 -7.34
O 10.27 2.96 -6.99
O 10.93 3.61 -6.03
C 7.87 5.05 -5.38
C 7.38 6.43 -6.14
O 8.16 7.17 -6.93
I 5.32 7.13 -5.78
C 7.62 2.33 -3.20
C 9.13 1.95 -2.68
C 9.55 2.33 -1.14
N 8.70 3.01 -0.10
C 7.33 3.40 -0.58
C 6.68 3.13 -2.07
N 5.19 0.78 -5.89
C 3.96 1.38 -5.31
C 2.79 0.37 -4.79
C 1.26 0.95 -4.88
F 1.09 2.21 -5.63
F 0.49 -0.08 -5.68
C 0.49 1.00 -3.43
F 0.40 -0.40 -2.94
F -0.94 1.39 -3.75
C 1.04 2.10 -2.36
F -0.04 3.14 -2.17
F 2.16 2.89 -3.00
C 1.67 1.53 -0.97
F 2.58 2.62 -0.46
F 2.59 0.35 -1.14
S 0.50 1.13 0.41
F 1.84 1.29 1.53
F 0.93 -0.55 0.27
F -0.84 0.83 -0.58
F 0.09 2.76 0.73
F -0.46 0.69 1.76
P 4.99 -0.24 -7.28
O 6.04 0.11 -8.68
O 4.99 -1.98 -6.90
S 3.22 -0.01 -8.17
H 7.37 -3.44 -2.58
H 6.19 -3.04 -4.04
H 8.13 -2.75 -4.24
H 8.09 -0.64 -2.80
H 6.65 -1.34 -1.83
H 5.12 -1.08 -4.11
H 8.14 0.37 -7.21
H 7.48 -1.72 -6.22
H 9.95 0.15 -5.74
H 6.17 2.95 -4.80
H 8.85 3.70 -8.47
H 9.58 5.00 -7.31
H 10.99 2.99 -5.24
H 7.20 4.91 -4.41
H 9.00 5.25 -5.04
H 9.90 1.45 -3.39
H 10.66 2.02 -0.81
H 6.62 3.95 0.21
H 5.58 3.48 -2.34
H 3.59 2.19 -6.12
H 4.23 2.05 -4.36
H 2.85 -0.66 -5.39
H 2.91 0.03 -3.65
H 5.64 0.86 -9.20
H 4.92 -2.51 -7.74
C -2.52 -1.12 -5.99
C -2.26 -2.36 -5.58
C -3.15 -3.50 -5.96
O -2.87 -4.63 -5.59
C -4.34 -3.20 -6.76
C -4.60 -1.96 -7.16
C -3.70 -0.82 -6.81
O -3.96 0.31 -7.21
O -5.73 -1.67 -7.92
O -1.15 -2.64 -4.81
H -1.88 -0.28 -5.72
H -4.99 -4.03 -7.01
H -5.69 -0.70 -8.08
H -1.18 -3.61 -4.65
C 3.28 -3.64 3.59
C 2.64 -3.07 2.57
C 2.40 -3.81 1.30
O 1.79 -3.26 0.38
C 2.91 -5.18 1.19
C 3.55 -5.75 2.21
C 3.77 -5.03 3.49
O 4.35 -5.58 4.42
O 4.04 -7.04 2.11
O 2.18 -1.77 2.65
H 3.46 -3.12 4.52
H 2.74 -5.70 0.25
H 4.46 -7.23 2.98
H 1.75 -1.59 1.79
C -4.74 -1.58 3.67
C -3.72 -1.17 2.92
C -3.09 -2.06 1.91
O -2.16 -1.65 1.22
C -3.61 -3.43 1.79
C -4.63 -3.85 2.54
C -5.28 -2.94 3.53
O -6.23 -3.34 4.19
O -5.13 -5.13 2.43
O -3.21 0.11 3.05
H -5.21 -0.93 4.40
H -3.13 -4.08 1.06
H -5.86 -5.19 3.08
H -2.48 0.17 2.39
C -8.95 -3.15 2.71
C -10.24 -3.21 3.03
C -11.30 -3.37 2.00
O -12.48 -3.43 2.33
C -10.88 -3.43 0.59
C -9.59 -3.36 0.26
C -8.53 -3.24 1.30
O -7.35 -3.20 0.97
O -9.18 -3.42 -1.06
O -10.65 -3.13 4.35
H -8.17 -3.04 3.45
H -11.66 -3.52 -0.16
H -8.20 -3.36 -1.04
H -11.63 -3.20 4.33
C 3.03 -3.28 8.17
C 2.46 -3.46 9.37
C 1.98 -2.30 10.17
O 1.44 -2.50 11.26
C 2.16 -0.95 9.62
C 2.73 -0.78 8.43
C 3.19 -1.93 7.61
O 3.69 -1.74 6.51
O 2.92 0.49 7.91
O 2.30 -4.72 9.90
H 3.38 -4.11 7.58
H 1.82 -0.12 10.23
H 3.34 0.35 7.03
H 1.87 -4.59 10.77
C -10.87 1.09 3.73
C -10.63 2.20 4.43
C -9.63 3.20 3.97
O -9.45 4.23 4.62
C -8.88 2.92 2.74
C -9.11 1.80 2.05
C -10.13 0.81 2.49
O -10.33 -0.20 1.82
O -8.41 1.52 0.89
O -11.32 2.47 5.60
H -11.59 0.35 4.05
H -8.14 3.64 2.43
H -8.76 0.66 0.57
H -10.97 3.33 5.91
C -6.06 4.27 9.01
C -6.37 4.94 10.12
C -7.76 5.42 10.37
O -8.02 6.02 11.41
C -8.78 5.14 9.35
C -8.47 4.47 8.24
C -7.09 3.97 8.00
O -6.84 3.34 6.98
O -9.42 4.21 7.28
O -5.41 5.23 11.07
H -5.06 3.92 8.81
H -9.78 5.51 9.54
H -8.96 3.71 6.57
H -5.88 5.72 11.78
*
```

Lowest unoccupied orbital energy = -2.9156 eV
HOMO-LUMO gap = 6.3 eV
SMILES = CC[C@@H](F)[C@]([PH2]=N)([C@H](O[C@](I)(COO)CC(=O)I)c1ccncc1)N(CCC(F)(F)C(F)(F)C(F)(F)C(F)(F)S(F)(F)(F)(F)F)P(O)(O)=S.O=C1C=C(O)C(=O)C=C1O.O=C1C=C(O)C(=O)C=C1O.O=C1C=C(O)C(=O)C=C1O.O=C1C=C(O)C(=O)C=C1O.O=C1C=C(O)C(=O)C=C1O.O=C1C=C(O)C(=O)C=C1O.O=C1C=C(O)C(=O)C=C1O
HOMO level = -9.173 eV


(2)
A 11-piece molecular cluster, C62H59F9N2 overall at a distorted geometry. Source: OMol25; level of theory: wB97M-V/def2-TZVPD.

```
! RIJCOSX wB97M-V def2-TZVPD def2/J DEFGRID3
* xyz -1 2
C 22.90 6.35 -15.75
C 24.10 5.38 -15.48
C 25.44 6.25 -15.47
C 25.50 7.56 -16.07
N 25.56 8.60 -16.52
H 22.65 6.84 -14.80
H 22.05 5.85 -16.22
H 23.13 7.18 -16.43
H 24.02 4.58 -16.21
H 24.20 4.83 -14.55
H 26.13 5.61 -16.02
H 25.93 6.36 -14.50
C 19.28 5.17 -14.75
C 17.91 5.77 -14.29
C 17.47 6.95 -15.14
C 16.06 7.30 -15.28
N 14.97 7.57 -15.41
H 20.01 5.96 -14.92
H 19.15 4.52 -15.61
H 19.69 4.65 -13.88
H 17.85 5.99 -13.22
H 17.21 4.94 -14.37
H 17.73 6.77 -16.19
H 18.01 7.86 -14.89
F 21.86 7.37 -12.37
C 23.08 8.06 -12.41
C 24.19 7.57 -11.72
C 25.38 8.33 -11.71
C 25.42 9.63 -12.32
C 24.23 10.15 -12.90
C 23.14 9.31 -12.93
H 24.00 6.61 -11.25
H 26.27 7.99 -11.20
H 26.35 10.16 -12.43
H 24.23 11.12 -13.39
H 22.19 9.69 -13.30
F 28.31 8.52 -14.37
C 29.09 9.41 -14.99
C 28.98 9.62 -16.35
C 29.69 10.70 -16.93
C 30.60 11.39 -16.15
C 30.80 11.09 -14.83
C 30.00 10.06 -14.23
H 28.28 9.06 -16.95
H 29.57 10.95 -17.97
H 31.20 12.14 -16.64
H 31.49 11.57 -14.15
H 30.16 9.78 -13.20
F 22.64 9.78 -22.83
C 22.59 10.12 -21.53
C 23.70 9.98 -20.68
C 23.67 10.26 -19.30
C 22.45 10.79 -18.81
C 21.38 10.99 -19.58
C 21.43 10.61 -20.95
H 24.54 9.55 -21.19
H 24.57 10.06 -18.74
H 22.42 10.89 -17.74
H 20.45 11.42 -19.22
H 20.55 10.80 -21.55
F 27.61 14.82 -14.32
C 26.38 14.21 -14.63
C 25.20 14.88 -14.81
C 24.04 14.27 -15.34
C 24.04 12.87 -15.60
C 25.25 12.19 -15.41
C 26.43 12.87 -15.07
H 25.13 15.93 -14.55
H 23.12 14.83 -15.43
H 23.18 12.30 -15.92
H 25.11 11.13 -15.60
H 27.41 12.41 -15.13
F 21.95 3.37 -17.16
C 20.98 3.94 -17.94
C 21.30 5.02 -18.86
C 20.46 5.40 -19.85
C 19.12 4.80 -19.96
C 18.83 3.73 -19.07
C 19.74 3.36 -18.18
H 22.33 5.35 -18.93
H 20.68 6.29 -20.42
H 18.40 5.18 -20.67
H 17.85 3.28 -19.20
H 19.43 2.59 -17.48
F 28.02 4.41 -10.00
C 26.64 4.34 -10.04
C 25.86 4.18 -11.20
C 24.46 3.89 -11.00
C 23.94 3.74 -9.71
C 24.73 3.95 -8.60
C 26.07 4.31 -8.77
H 26.32 4.19 -12.18
H 23.95 3.68 -11.92
H 22.90 3.52 -9.53
H 24.30 3.90 -7.61
H 26.70 4.41 -7.90
F 24.30 4.61 -20.46
C 24.98 5.79 -20.57
C 25.17 6.48 -21.78
C 26.13 7.50 -21.78
C 26.74 7.90 -20.57
C 26.57 7.18 -19.40
C 25.60 6.20 -19.40
H 24.78 6.03 -22.69
H 26.37 7.79 -22.79
H 27.39 8.76 -20.68
H 27.02 7.60 -18.51
H 25.45 5.67 -18.47
F 28.17 4.09 -17.37
C 28.71 4.78 -16.38
C 29.80 5.69 -16.62
C 30.36 6.43 -15.61
C 29.86 6.18 -14.33
C 28.84 5.33 -14.03
C 28.27 4.64 -15.04
H 30.22 5.78 -17.61
H 31.13 7.16 -15.81
H 30.31 6.75 -13.53
H 28.44 5.09 -13.06
H 27.42 3.99 -14.89
F 21.15 11.37 -14.96
C 20.24 10.75 -15.73
C 19.08 11.40 -16.08
C 18.14 10.77 -16.89
C 18.41 9.48 -17.39
C 19.56 8.82 -16.99
C 20.52 9.48 -16.21
H 18.87 12.31 -15.54
H 17.23 11.21 -17.29
H 17.77 9.16 -18.19
H 19.80 7.86 -17.42
H 21.49 9.06 -15.99
*
```

Lowest unoccupied orbital energy (alpha / beta) = 1.8507 / 1.8501 eV
HOMO-LUMO gap (alpha / beta) = 1.6 / 6.2 eV
HOMO level (alpha / beta) = 0.286 / -4.349 eV
<S²> = 0.76


(3)
C62H60AsN3O3SiW as an isolated structure at a distorted geometry. Source: OMol25; level of theory: wB97M-V/def2-TZVPD.

```
! RIJCOSX wB97M-V def2-TZVPD def2/J DEFGRID3
* xyz 2 3
W 0.35 -0.18 -0.10
C -4.13 -0.24 1.85
C -3.22 -1.41 2.26
C -2.73 -1.26 3.70
C -2.12 -1.66 1.25
C -0.77 -1.76 1.58
C 0.17 -2.36 0.69
C -0.28 -2.86 -0.55
C 0.52 -3.83 -1.37
C -1.60 -2.57 -0.94
C -2.50 -1.98 -0.07
H -4.59 0.20 2.73
H -4.94 -0.57 1.19
H -3.57 0.54 1.33
H -3.82 -2.32 2.23
H -2.25 -0.29 3.87
H -2.03 -2.05 3.99
H -3.58 -1.32 4.37
H -0.46 -1.61 2.61
H 1.09 -2.75 1.11
H 0.78 -3.42 -2.34
H -0.08 -4.72 -1.54
H 1.43 -4.12 -0.85
H -1.96 -2.95 -1.89
H -3.53 -1.88 -0.37
C -1.08 2.06 -7.58
O -0.89 2.22 -6.17
C -0.79 3.48 -5.68
C -0.78 4.63 -6.44
C -0.66 5.87 -5.82
C -0.55 5.95 -4.45
C -0.56 4.79 -3.68
C -0.67 3.55 -4.29
N -0.59 2.28 -3.65
C -0.47 1.96 -2.35
N -1.01 2.79 -1.48
C -1.21 2.63 -0.12
C -0.76 1.52 0.61
C -1.33 1.41 1.89
C -2.21 2.34 2.41
C -2.52 3.49 1.71
C -2.01 3.65 0.44
O -2.28 4.67 -0.40
C -2.85 5.87 0.14
N 0.13 0.80 -1.97
C 0.74 0.12 -3.10
C 0.18 -1.10 -3.49
C 0.56 -1.76 -4.63
C 1.51 -1.17 -5.46
C 2.06 0.05 -5.12
C 1.70 0.72 -3.94
O 2.30 1.92 -3.83
C 2.27 2.78 -2.69
H -1.26 1.00 -7.73
H -0.19 2.36 -8.13
H -1.95 2.62 -7.92
H -0.85 4.59 -7.52
H -0.64 6.77 -6.42
H -0.46 6.91 -3.96
H -0.44 4.90 -2.61
H -0.45 1.54 -4.32
H -1.53 3.57 -1.87
H -1.08 0.56 2.51
H -2.63 2.18 3.39
H -3.15 4.25 2.17
H -3.79 5.67 0.65
H -3.02 6.53 -0.70
H -2.15 6.33 0.84
H -0.63 -1.49 -2.88
H 0.10 -2.70 -4.91
H 1.80 -1.65 -6.39
H 2.78 0.54 -5.75
H 3.25 3.25 -2.66
H 2.10 2.26 -1.75
H 1.52 3.55 -2.84
C 5.92 2.67 3.58
C 4.73 3.10 4.13
C 3.55 2.41 3.89
C 3.54 1.27 3.09
C 4.75 0.83 2.56
C 5.93 1.52 2.81
As 1.81 0.31 2.73
C 1.88 -1.31 3.84
C 2.34 -2.57 3.49
C 2.30 -3.61 4.41
C 1.79 -3.38 5.68
C 1.29 -2.14 6.02
C 1.31 -1.10 5.10
C 0.74 0.24 5.32
C 0.13 0.68 6.49
C -0.34 1.98 6.57
C -0.19 2.86 5.50
C 0.40 2.41 4.33
C 0.85 1.10 4.22
H 6.84 3.21 3.76
H 4.70 3.98 4.76
H 2.65 2.77 4.36
H 4.81 -0.05 1.95
H 6.85 1.16 2.38
H 2.75 -2.76 2.51
H 2.67 -4.59 4.14
H 1.78 -4.19 6.41
H 0.88 -1.97 7.01
H 0.04 0.03 7.34
H -0.81 2.33 7.48
H -0.54 3.88 5.57
H 0.54 3.09 3.49
C 6.24 0.84 -3.59
C 6.02 1.58 -2.44
C 4.98 1.25 -1.58
C 4.13 0.17 -1.86
C 4.39 -0.58 -3.01
C 5.43 -0.25 -3.86
Si 2.90 -0.34 -0.51
C 3.60 -2.09 -0.19
C 4.36 -2.30 0.96
C 5.11 -3.45 1.15
C 5.11 -4.44 0.18
C 4.35 -4.26 -0.97
C 3.61 -3.11 -1.15
H 7.05 1.11 -4.25
H 6.65 2.43 -2.20
H 4.83 1.83 -0.68
H 3.77 -1.43 -3.26
H 5.61 -0.86 -4.74
H 3.44 0.53 0.57
H 4.40 -1.52 1.72
H 5.72 -3.56 2.04
H 5.71 -5.33 0.30
H 4.35 -5.02 -1.74
H 3.05 -2.98 -2.07
*
```

Lowest unoccupied orbital energy (alpha / beta) = -6.3983 / -6.3729 eV
HOMO-LUMO gap (alpha / beta) = 6.1 / 6.1 eV
HOMO level (alpha / beta) = -12.477 / -12.499 eV
<S²> = 2.04